The following is a DFT calculation (ωB97M-V with the def2-TZVPD basis set) of a molecular structure, C35H40Cl2CrN2O2.

XYZ file:
```
82
Properties=species:S:1:pos:R:3
Cr 0.2394 0.4989 -0.9931
C 1.0932 -2.8955 -1.2311
C 0.3759 -1.7452 -1.8972
C 1.0588 -0.8309 -2.7310
C 2.5191 -1.0124 -3.0599
C 0.3359 0.1857 -3.4123
C 1.1197 1.0841 -4.3387
C -1.0708 0.2235 -3.3275
C -1.8939 1.2138 -4.1116
C -1.7382 -0.6957 -2.5021
C -3.2368 -0.6934 -2.4127
C -1.0130 -1.6235 -1.7347
C -1.7231 -2.5051 -0.7455
H 1.9384 -3.2291 -1.8248
H 0.4215 -3.7424 -1.1185
H 1.4548 -2.6375 -0.2319
H 3.0641 -0.0730 -3.0389
H 2.6042 -1.4293 -4.0678
H 3.0201 -1.6821 -2.3714
H 1.9974 1.4968 -3.8440
H 0.5374 1.9101 -4.7308
H 1.4784 0.5048 -5.1922
H -2.3520 0.7173 -4.9703
H -1.3134 2.0441 -4.4955
H -2.6978 1.6235 -3.5024
H -3.6964 -0.2689 -3.3003
H -3.5597 -0.1115 -1.5456
H -3.6167 -1.7059 -2.2957
H -2.0188 -3.4520 -1.2064
H -2.6155 -2.0198 -0.3676
H -1.0862 -2.7309 0.1093
C -0.1448 3.1342 0.5424
N 0.0689 2.6396 -0.8363
C -1.0329 3.1302 -1.6875
C 1.3671 3.1734 -1.3298
C 2.4635 2.3074 -0.7850
C 3.7260 2.7836 -0.4637
C 4.6820 1.9071 0.0327
C 4.3690 0.5666 0.2221
C 3.0991 0.1004 -0.0919
C 2.1378 0.9600 -0.6176
H -0.1413 4.2267 0.5311
H 0.6452 2.7702 1.1940
H -1.1082 2.7990 0.9149
H -1.1292 4.2163 -1.6010
H -1.9640 2.6611 -1.3761
H -0.8273 2.8851 -2.7255
H 1.4796 4.2243 -1.0483
H 1.3489 3.1257 -2.4206
H 3.9667 3.8334 -0.5895
H 5.6667 2.2750 0.2902
H 5.1106 -0.1103 0.6272
H 2.8590 -0.9443 0.0837
Cl 0.1642 1.1655 6.0118
C 0.9740 0.2224 4.7954
C 2.2874 0.5406 4.4702
C 2.9465 -0.2167 3.4844
C 2.3071 -1.2636 2.8605
C 0.9811 -1.5798 3.1920
Cl 0.2925 -2.9977 2.4674
C 0.2697 -0.8238 4.1740
N -1.0223 -1.0674 4.5535
C -2.0640 -1.6584 3.7936
C -2.6406 -2.8523 4.2121
C -3.6978 -3.4049 3.5106
C -4.1888 -2.7567 2.3831
C -3.6261 -1.5546 1.9866
C -2.5631 -0.9897 2.6851
C -2.0390 0.3712 2.2876
C -1.3192 0.3588 0.9684
O -1.9214 0.5098 -0.1236
O -0.0444 0.2545 0.9549
H 2.7792 1.3593 4.9738
H 3.9699 0.0167 3.2203
H 2.8286 -1.8784 2.1388
H -1.2557 -0.7793 5.4918
H -2.2350 -3.3501 5.0843
H -4.1372 -4.3365 3.8432
H -5.0243 -3.1736 1.8350
H -4.0404 -1.0101 1.1450
H -1.3618 0.7627 3.0448
H -2.8875 1.0486 2.1819
```

Properties
HOMO (spin up / spin down) = -10.13 / -10.13 eV
HOMO-LUMO gap (spin up / spin down) = 6.433 / 6.891 eV
Multiplicity = 2
Total charge = +1

List of Mulliken charges in e, atom by atom: number 1, Cr, carries -0.4108; number 2, C, carries -1.9720; number 3, C, carries 0.8129; number 4, C, carries 0.2334; number 5, C, carries -2.1657; number 6, C, carries 1.0513; number 7, C, carries -1.8710; number 8, C, carries 2.0229; number 9, C, carries -2.2366; number 10, C, carries 0.9114; number 11, C, carries -2.2232; number 12, C, carries 1.5411; number 13, C, carries -2.4597; number 14, H, carries 0.4865; number 15, H, carries 0.4798; number 16, H, carries 0.1290; number 17, H, carries 0.3845; number 18, H, carries 0.4431; number 19, H, carries 0.5668; number 20, H, carries 0.3563; number 21, H, carries 0.4018; number 22, H, carries 0.3810; number 23, H, carries 0.3841; number 24, H, carries 0.3669; number 25, H, carries 0.5937; number 26, H, carries 0.5464; number 27, H, carries 0.3113; number 28, H, carries 0.3764; number 29, H, carries 0.4468; number 30, H, carries 0.3970; number 31, H, carries 0.2616; number 32, C, carries -1.4047; number 33, N, carries 0.6762; number 34, C, carries -1.0975; number 35, C, carries -1.1957; number 36, C, carries 0.1788; number 37, C, carries -1.0722; number 38, C, carries -0.9879; number 39, C, carries -1.1904; number 40, C, carries -0.3979; number 41, C, carries 1.7715; number 42, H, carries 0.4513; number 43, H, carries 0.3387; number 44, H, carries 0.4378; number 45, H, carries 0.4602; number 46, H, carries 0.0634; number 47, H, carries 0.3455; number 48, H, carries 0.5150; number 49, H, carries 0.3785; number 50, H, carries 0.5203; number 51, H, carries 0.4093; number 52, H, carries 0.5665; number 53, H, carries 0.6725; number 54, Cl, carries -0.2383; number 55, C, carries 0.7919; number 56, C, carries -0.7924; number 57, C, carries -0.5423; number 58, C, carries -0.6664; number 59, C, carries 0.8944; number 60, Cl, carries -0.1804; number 61, C, carries -0.6674; number 62, N, carries 0.0519; number 63, C, carries -0.7666; number 64, C, carries -0.4361; number 65, C, carries -0.6511; number 66, C, carries -0.8602; number 67, C, carries -0.2406; number 68, C, carries 0.5175; number 69, C, carries -1.2422; number 70, C, carries 1.4562; number 71, O, carries -0.7294; number 72, O, carries -0.4012; number 73, H, carries 0.4607; number 74, H, carries 0.4312; number 75, H, carries 0.5687; number 76, H, carries 0.2711; number 77, H, carries 0.4865; number 78, H, carries 0.4098; number 79, H, carries 0.4506; number 80, H, carries 0.5307; number 81, H, carries 0.3932; number 82, H, carries 0.7140

***

The following is a DFT calculation (ωB97M-V with the def2-TZVPD basis set) of a molecular structure, C53H42Cl3IN13O4RbS.

XYZ file:
```
118
Properties=species:S:1:pos:R:3
Rb 0.8459 -0.4931 -1.7882
C -1.9018 0.6811 -5.7980
C -1.8513 0.7772 -4.2689
O -0.7523 0.7606 -3.6995
C -3.1175 0.8811 -3.6632
C -3.3546 0.8467 -2.2866
C -4.7690 1.0479 -1.7810
N -2.3953 0.5909 -1.4356
N -2.6708 0.6572 -0.1445
C -1.7184 0.6022 0.7716
O -0.4925 0.7767 0.6042
C -2.2855 0.4551 2.1417
C -1.4264 0.3549 3.2315
C -1.9309 0.2912 4.5159
C -3.2990 0.3357 4.7333
C -4.1614 0.4107 3.6499
C -3.6609 0.4545 2.3651
H -0.8951 0.6014 -6.1979
H -2.3766 1.5662 -6.2180
H -2.4771 -0.1955 -6.0942
H -3.9724 0.9887 -4.3205
H -5.4695 1.1819 -2.6025
H -4.7967 1.9251 -1.1339
H -5.0662 0.1830 -1.1872
H -0.3622 0.3471 3.0404
H -1.2571 0.2231 5.3588
H -3.6963 0.3218 5.7411
H -5.2308 0.4473 3.8131
H -4.3241 0.5108 1.5151
C 1.3178 4.9623 -2.5596
N 2.1453 3.8398 -2.2243
C 1.8341 2.7219 -1.5466
N 2.9154 1.9989 -1.3581
C 3.8811 2.7199 -1.9587
N 3.4587 3.8447 -2.4847
C 1.0650 5.8889 -1.3883
C 0.5231 7.1548 -1.6126
C 0.2289 7.9877 -0.5396
C 0.4590 7.5859 0.7592
C 1.0007 6.3162 0.9949
C 1.3104 5.4874 -0.0942
C 1.2038 5.7947 2.3100
N 0.8439 6.2802 3.4750
N 1.1995 5.3960 4.4084
C 1.7797 4.3869 3.7998
O 1.8210 4.5846 2.4531
C 2.3541 3.2075 4.3656
C 2.1400 2.8805 5.7118
C 2.6861 1.7282 6.2301
C 3.4765 0.8965 5.4440
C 3.7157 1.2240 4.1113
C 4.5802 0.3392 3.2446
N 3.7919 -0.5909 2.4724
C 2.9445 -0.3691 1.4521
N 2.4475 -1.5076 1.0319
C 3.0235 -2.4215 1.8323
N 3.8439 -1.9077 2.7193
C 3.1482 2.3635 3.5748
H 0.3579 4.5900 -2.9337
H 1.8223 5.5027 -3.3657
H 0.8474 2.4761 -1.2018
H 4.9074 2.4131 -1.9983
H 0.3216 7.4815 -2.6229
H -0.2055 8.9602 -0.7269
H 0.2265 8.2202 1.6015
H 1.7236 4.5119 0.1101
H 1.5371 3.5442 6.3119
H 2.4988 1.4653 7.2613
H 3.9051 -0.0027 5.8633
H 5.2516 -0.2716 3.8551
H 5.1721 0.9495 2.5531
H 2.7103 0.5917 1.0427
H 2.8332 -3.4729 1.7551
H 3.3250 2.6190 2.5402
Cl 6.3732 -5.4589 -4.9309
C 5.2731 -4.1647 -4.5610
C 4.4489 -4.2634 -3.4504
C 3.5603 -3.2495 -3.1822
Cl 2.5172 -3.3701 -1.8121
C 3.4243 -2.0618 -3.9779
O 2.6211 -1.1438 -3.7252
C 4.3187 -2.0622 -5.0974
Cl 4.2360 -0.6917 -6.1513
C 5.2174 -3.0591 -5.3920
H 4.5047 -5.1239 -2.8010
H 5.8623 -2.9732 -6.2533
S -2.2366 -5.0966 3.9612
C -1.6761 -4.3549 2.4160
C -2.0630 -4.9193 1.2089
C -1.6981 -4.2584 0.0478
N -0.9994 -3.1368 0.0298
C -0.6298 -2.6099 1.1847
C -0.9386 -3.1820 2.4131
C -3.8744 -4.3855 3.9010
C -4.1330 -3.1672 4.5241
C -5.4148 -2.6573 4.4476
N -6.4151 -3.2545 3.8066
C -6.1473 -4.4066 3.2003
C -4.9117 -5.0241 3.2218
H -2.6275 -5.8405 1.1804
H -1.9805 -4.6560 -0.9194
H -0.0709 -1.6880 1.1271
H -0.6131 -2.7259 3.3354
H -3.3531 -2.6389 5.0511
H -5.6667 -1.7186 4.9236
H -6.9843 -4.8547 2.6753
H -4.7549 -5.9759 2.7339
I -0.6147 -2.1685 -7.9895
C -0.7250 -3.0930 -6.0944
C -1.3060 -4.3438 -6.0096
C -1.2550 -5.0026 -4.7938
C -0.6602 -4.3534 -3.7226
N -0.1812 -3.1268 -3.8039
C -0.1909 -2.4985 -4.9612
H -1.7727 -4.7993 -6.8701
H -1.6655 -5.9960 -4.6963
H -0.5457 -4.8311 -2.7595
H 0.2443 -1.5106 -4.9709
```

Properties
HOMO = -0.18 eV
Relative energy (zero: lowest compared OMol25 entry of this formula, charge and spin) = 168.97 kJ/mol
HOMO-LUMO gap = 3.140 eV
Multiplicity = 1
Total charge = -2

Mulliken population analysis, charges in e, atoms 1 to 99: number 1, Rb, carries 1.0182; number 2, C, carries -1.5647; number 3, C, carries 0.8360; number 4, O, carries -0.4980; number 5, C, carries -1.0311; number 6, C, carries 0.7046; number 7, C, carries -1.3430; number 8, N, carries 0.0570; number 9, N, carries -0.2309; number 10, C, carries -0.8568; number 11, O, carries -0.3044; number 12, C, carries 0.5115; number 13, C, carries -0.4994; number 14, C, carries -0.7700; number 15, C, carries -0.6133; number 16, C, carries -0.6718; number 17, C, carries -0.0421; number 18, H, carries 0.3029; number 19, H, carries 0.4520; number 20, H, carries 0.2758; number 21, H, carries 0.1092; number 22, H, carries 0.3380; number 23, H, carries 0.2644; number 24, H, carries 0.2404; number 25, H, carries 0.7054; number 26, H, carries 0.4531; number 27, H, carries 0.4055; number 28, H, carries 0.4694; number 29, H, carries 0.4408; number 30, C, carries -1.3082; number 31, N, carries 1.2279; number 32, C, carries -0.9887; number 33, N, carries -0.2556; number 34, C, carries -0.4889; number 35, N, carries -1.1161; number 36, C, carries 1.1404; number 37, C, carries -0.8880; number 38, C, carries -0.5118; number 39, C, carries -1.0051; number 40, C, carries -0.2518; number 41, C, carries -0.1557; number 42, C, carries 0.5994; number 43, N, carries -0.5809; number 44, N, carries -0.5040; number 45, C, carries 0.3881; number 46, O, carries -0.1891; number 47, C, carries 0.2479; number 48, C, carries -1.0061; number 49, C, carries -0.6980; number 50, C, carries -0.6129; number 51, C, carries 0.9685; number 52, C, carries -1.6327; number 53, N, carries 1.3082; number 54, C, carries -0.5941; number 55, N, carries 0.0820; number 56, C, carries -0.4463; number 57, N, carries -1.1495; number 58, C, carries 0.0459; number 59, H, carries 0.3526; number 60, H, carries 0.4148; number 61, H, carries 1.0983; number 62, H, carries 0.4987; number 63, H, carries 0.4536; number 64, H, carries 0.3765; number 65, H, carries 0.5127; number 66, H, carries 0.8515; number 67, H, carries 0.5158; number 68, H, carries 0.3931; number 69, H, carries 0.4563; number 70, H, carries 0.3993; number 71, H, carries 0.3626; number 72, H, carries 0.5392; number 73, H, carries 0.5348; number 74, H, carries 0.5171; number 75, Cl, carries -0.3060; number 76, C, carries 0.5631; number 77, C, carries -0.8062; number 78, C, carries 0.6302; number 79, Cl, carries -0.0579; number 80, C, carries -1.1133; number 81, O, carries -0.4984; number 82, C, carries 0.6426; number 83, Cl, carries -0.2691; number 84, C, carries -0.7643; number 85, H, carries 0.4163; number 86, H, carries 0.4078; number 87, S, carries -0.2082; number 88, C, carries 0.2311; number 89, C, carries -0.5217; number 90, C, carries -0.6021; number 91, N, carries 0.1276; number 92, C, carries -0.7366; number 93, C, carries -0.5458; number 94, C, carries 0.3594; number 95, C, carries -0.1385; number 96, C, carries -0.4826; number 97, N, carries -0.6556; number 98, C, carries -0.4095; number 99, C, carries -0.2270

***

| no. | E (Eh) | maximum force (eV/Å) |
| --- | --- | --- |
| 1 | -3582.36835 | 2.35 |
| 2 | -5158.29035 | 3.08 |